w) This record from the Open Molecules 2025 dataset describes a molecular structure, C5H5NO2. The level of theory is ωB97M-V/def2-TZVPD.

```
13
Properties=species:S:1:pos:R:3:nbo_charge:R:1
C -1.37040 0.06321 -0.68340 0.661
C -0.41997 0.93642 0.29318 -0.207
C -0.50875 -1.07251 0.08534 -0.167
C 1.07205 -0.69810 -0.39206 0.027
C 1.01199 0.78806 -0.15231 0.007
H -0.77465 1.91671 0.69096 0.219
H -0.09734 -0.14106 1.92875 0.374
H -0.79538 -2.15986 0.03129 0.224
H 1.97332 -1.32390 -0.37435 0.212
H 1.82309 1.45886 0.19738 0.210
N -0.68496 -0.23287 1.16794 -0.596
O -2.31536 0.21928 -1.36399 -0.485
O 1.08634 0.24575 -1.42873 -0.479
```

Molar mass: 111.10 g mol⁻¹
Gap between HOMO and LUMO: 10.29 eV
Charge: 0
LUMO: 0.94 eV

x) This record from the Open Molecules 2025 dataset describes a molecular structure, C5H5NO2. The level of theory is ωB97M-V/def2-TZVPD.

```
13
Properties=species:S:1:pos:R:3:nbo_charge:R:1
C -1.81884 -0.77554 -0.03182 -0.646
C -0.53931 -0.18338 -0.06908 0.222
C -0.32386 1.09868 0.03066 -0.160
C 1.86138 0.96821 0.02704 0.013
C 1.68099 -0.56059 0.02063 0.679
H -2.60023 0.06929 -0.66171 0.265
H -1.81575 -2.20879 -0.27335 0.280
H -2.25330 -0.76527 1.33807 0.238
H -1.01533 1.92042 0.01771 0.224
H 2.84558 1.19711 -0.16214 0.203
N 0.88742 1.69115 -0.08947 -0.335
O 2.64426 -1.31622 0.02463 -0.552
O 0.44700 -1.13509 -0.17116 -0.433
```

Molar mass: 111.10 g mol⁻¹
Gap between HOMO and LUMO: 9.18 eV
Charge: 0
LUMO: -0.13 eV

Most stable structure: w)

w) This record from the Open Molecules 2025 dataset describes C5H5NO2 in the gas phase. The level of theory is ωB97M-V/def2-TZVPD.

```
13
Properties=species:S:1:pos:R:3:nbo_charge:R:1
C -2.94762 -0.15706 -0.02990 -0.213
C -1.67556 -0.04270 -0.18388 -0.060
C -0.28466 0.44605 -0.12655 0.037
C 0.04698 1.70077 0.16295 -0.362
N 0.72332 -0.55481 -0.25983 -0.187
O 0.21933 -1.73422 0.34747 -0.529
C 2.09869 -0.56100 -0.08255 0.496
O 2.79280 0.49170 0.00995 -0.587
H -4.07171 -0.37172 0.26410 0.280
H 1.10712 1.95186 0.00766 0.251
H -0.69131 2.53003 0.40141 0.227
H 0.02811 -2.23839 -0.57595 0.481
H 2.65449 -1.46050 0.06512 0.167
```

Molar mass: 111.10 g mol⁻¹
Gap between HOMO and LUMO: 9.57 eV
Charge: 0
LUMO: 0.49 eV

x) This record from the Open Molecules 2025 dataset describes a molecular structure, C5H5NO2. The level of theory is ωB97M-V/def2-TZVPD.

```
13
Properties=species:S:1:pos:R:3:nbo_charge:R:1
C -0.02856 -0.50995 -0.27175 0.034
C -1.10862 -0.26943 0.80771 -0.393
C -0.61746 1.22497 0.94791 -0.504
C -0.00285 0.99121 -0.36055 0.501
C 1.23511 -0.79934 0.40808 0.219
H 0.20298 -1.53953 -1.79153 0.487
H -1.49918 -0.88533 1.88869 0.271
H -2.18651 -0.17649 0.26087 0.252
H 0.40388 1.27710 1.75774 0.229
H -1.08829 2.34374 1.09578 0.284
N 2.12530 -1.24628 1.11856 -0.251
O -0.60550 -1.33287 -1.18914 -0.620
O -0.34146 1.81782 -1.33960 -0.510
```

Molar mass: 111.10 g mol⁻¹
Gap between HOMO and LUMO: 9.69 eV
Charge: 0
LUMO: -0.44 eV

y) This record from the Open Molecules 2025 dataset describes C5H5NO2 in the gas phase. The level of theory is ωB97M-V/def2-TZVPD.

```
13
Properties=species:S:1:pos:R:3:nbo_charge:R:1
O -2.48688 0.16360 -0.47064 -0.534
C -1.27889 0.08336 -0.32795 0.559
C -0.32434 0.92782 0.47101 -0.199
N -0.11994 -0.42094 1.25530 -0.502
C -0.25608 -1.08078 -0.08225 -0.210
C 1.01522 -0.52559 -0.73117 0.048
O 1.93646 0.03304 0.13252 -0.437
C 0.97410 0.92705 -0.34264 0.031
H -0.75040 1.82959 0.99787 0.236
H -0.91883 -0.67329 1.75029 0.361
H -0.37154 -2.16560 -0.13359 0.231
H 1.39474 -0.94629 -1.64892 0.203
H 1.18639 1.84803 -0.86982 0.211
```

Molar mass: 111.10 g mol⁻¹
Gap between HOMO and LUMO: 10.76 eV
Charge: 0
LUMO: 0.89 eV

z) This record from the Open Molecules 2025 dataset describes C5H5NO2 in the gas phase. The level of theory is ωB97M-V/def2-TZVPD.

```
13
Properties=species:S:1:pos:R:3:nbo_charge:R:1
H -3.14126 -0.82988 -0.08124 0.320
N -2.43459 -1.56320 -0.00356 -0.652
C -1.38238 -0.74510 -0.08104 0.487
C -1.48153 0.72143 -0.08804 -0.286
C -0.27396 1.17978 -0.01991 -0.211
C 0.61006 0.01572 -0.05856 0.140
C 1.94583 -0.07218 -0.10950 0.142
O 2.74652 -1.08089 0.06976 -0.648
O -0.12858 -1.12585 0.03806 -0.425
H -2.56720 1.18315 0.32178 0.239
H -0.02930 2.26229 0.26082 0.244
H 2.49052 0.92065 0.06829 0.156
H 3.64587 -0.86593 -0.31686 0.495
```

Molar mass: 111.10 g mol⁻¹
Gap between HOMO and LUMO: 8.57 eV
Charge: 0
LUMO: 0.35 eV

Most stable structure: z)

w) This record from the Open Molecules 2025 dataset describes C2H2Cl2S in the gas phase. The level of theory is ωB97M-V/def2-TZVPD.

```
7
Properties=species:S:1:pos:R:3:nbo_charge:R:1
S -1.60621 1.57482 -0.57033 0.190
C -1.01235 0.17945 -0.15945 -0.340
C 0.64859 -0.30367 -0.13347 -0.221
Cl 1.82980 1.01290 -0.34054 -0.008
Cl 0.71458 -0.87592 1.62043 -0.048
H -1.55058 -0.62225 0.42248 0.212
H 0.97617 -0.96532 -0.83912 0.215
```

Molar mass: 129.01 g mol⁻¹
Gap between HOMO and LUMO: 8.66 eV
Charge: 0
LUMO: -0.72 eV

x) This record from the Open Molecules 2025 dataset describes C2H2Cl2S in the gas phase. The level of theory is ωB97M-V/def2-TZVPD.

```
7
Properties=species:S:1:pos:R:3:nbo_charge:R:1
C -0.34748 0.05734 1.21029 -0.472
C 0.39226 -0.73741 -0.53123 -0.453
S 0.28189 -1.50154 1.01729 0.386
Cl 0.50429 1.35816 1.76345 0.075
Cl -0.54306 -1.16802 -1.95484 0.000
H -1.28295 0.27258 0.71352 0.227
H 1.26717 -0.09749 -0.89415 0.235
```

Molar mass: 129.01 g mol⁻¹
Gap between HOMO and LUMO: 8.88 eV
Charge: 0
LUMO: 0.22 eV

Most stable structure: w)

w) This record from the Open Molecules 2025 dataset describes a molecular structure, C4H6N2O2. The level of theory is ωB97M-V/def2-TZVPD.

```
14
Properties=species:S:1:pos:R:3:nbo_charge:R:1
C 1.94226 -0.10625 0.75628 -0.604
C 1.36293 -0.07058 -0.63665 -0.185
C -0.83532 -0.50452 -0.19884 0.768
C -2.42514 0.65636 0.10880 0.137
H 2.85986 -0.95798 0.98360 0.267
H 0.71181 -0.26406 1.75953 0.235
H 2.23966 1.50147 0.68765 0.206
H 1.04738 0.90995 -1.12558 0.253
H 2.11952 -0.50931 -1.46573 0.223
H -3.10415 1.53023 -0.29232 0.197
N -1.18615 0.72750 -0.35165 -0.582
N -3.00163 -0.49103 0.21256 -0.147
O 0.20317 -1.10009 -0.47721 -0.459
O -1.93421 -1.32169 0.03954 -0.309
```

Molar mass: 114.10 g mol⁻¹
Gap between HOMO and LUMO: 9.66 eV
Charge: 0
LUMO: 0.09 eV

x) This record from the Open Molecules 2025 dataset describes a molecular structure, C4H6N2O2. The level of theory is ωB97M-V/def2-TZVPD.

```
14
Properties=species:S:1:pos:R:3:nbo_charge:R:1
C 0.84820 0.79343 0.17474 -0.324
C 0.94710 -0.54462 -0.41748 0.476
C -0.02153 -1.60625 -0.84928 -0.304
C -1.49418 0.28556 -0.12785 0.238
H -0.59032 1.27175 2.15577 0.427
H 1.83999 1.33588 -0.35022 0.250
H 1.01625 0.62504 1.32251 0.209
H 0.09544 -2.15600 -2.20424 0.288
H 0.11912 -2.57889 0.16174 0.274
H -2.39772 0.95625 -0.14126 0.211
N -0.36292 1.29002 0.12726 -0.189
N -1.33439 -0.80089 -0.72928 -0.472
O -0.72171 2.14392 1.39906 -0.554
O 2.05666 -1.01519 -0.52147 -0.532
```

Molar mass: 114.10 g mol⁻¹
Gap between HOMO and LUMO: 9.01 eV
Charge: 0
LUMO: -0.17 eV

Most stable structure: w)

w) This record from the Open Molecules 2025 dataset describes C4H6N2O2 in the gas phase. The level of theory is ωB97M-V/def2-TZVPD.

```
14
Properties=species:S:1:pos:R:3:nbo_charge:R:1
H 1.89746 -2.18728 -0.17932 0.345
N 0.96993 -1.93047 -0.52013 -0.620
C 0.50784 -0.88260 0.00542 0.200
C 0.94551 0.04882 0.98347 -0.416
C 0.54192 1.32189 1.21731 0.246
O -0.19846 2.17044 0.49023 -0.663
C -0.99061 -0.45481 -0.31873 0.623
N -1.05459 -0.16628 -1.65560 -0.828
O -1.93119 -0.40269 0.43989 -0.592
H 1.68416 -0.36884 1.67069 0.224
H 1.04143 1.86490 2.01822 0.183
H -0.98956 1.70619 0.15452 0.499
H -0.44244 -0.67966 -2.27149 0.410
H -1.98141 -0.03962 -2.03448 0.390
```

Molar mass: 114.10 g mol⁻¹
Gap between HOMO and LUMO: 9.91 eV
Charge: 0
LUMO: 0.45 eV

x) This record from the Open Molecules 2025 dataset describes C4H6N2O2 in the gas phase. The level of theory is ωB97M-V/def2-TZVPD.

```
14
Properties=species:S:1:pos:R:3:nbo_charge:R:1
H 3.05920 -0.41798 1.39129 0.359
N 2.08255 -0.43195 1.71531 -0.498
C 1.27921 -0.25283 0.72424 0.139
C 1.79970 0.07439 -0.60071 0.218
N 2.44951 0.08102 -1.57336 -0.280
C -0.23128 -0.20293 0.77279 0.334
O -0.83991 -1.44473 0.64475 -0.675
O -0.46427 0.69692 -0.44975 -0.578
C -1.78478 0.83576 -0.95231 -0.246
H -0.60491 0.34407 1.64013 0.195
H -0.38039 -1.93855 -0.05454 0.481
H -2.51892 0.81806 -0.14234 0.176
H -1.86266 1.80670 -1.44868 0.197
H -1.98305 0.03205 -1.66683 0.177
```

Molar mass: 114.10 g mol⁻¹
Gap between HOMO and LUMO: 10.41 eV
Charge: 0
LUMO: -0.32 eV

Most stable structure: w)

w) This record from the Open Molecules 2025 dataset describes C4H6N2O2 in the gas phase. The level of theory is ωB97M-V/def2-TZVPD.

```
14
Properties=species:S:1:pos:R:3:nbo_charge:R:1
H 2.99450 -1.13096 0.51090 0.352
N 2.66209 -0.17461 0.34035 -0.721
C 1.44393 -0.18384 -0.09953 0.640
N 0.99645 1.11088 -0.52672 -0.370
O -0.26456 1.65711 0.02466 -0.350
C -0.85795 0.49052 0.47513 0.016
C -2.06801 -0.41953 0.13294 -0.390
C -0.69027 -0.52788 -0.51748 0.023
O 0.60462 -1.23668 -0.26047 -0.480
H 1.67675 1.78492 -0.26769 0.393
H -0.58318 0.13382 1.47099 0.191
H -2.86844 -0.21513 -0.56988 0.236
H -2.37851 -1.12071 0.88090 0.234
H -0.66741 -0.16791 -1.59408 0.226
```

Molar mass: 114.10 g mol⁻¹
Gap between HOMO and LUMO: 10.21 eV
Charge: 0
LUMO: 0.93 eV

x) This record from the Open Molecules 2025 dataset describes a molecular structure, C4H6N2O2. The level of theory is ωB97M-V/def2-TZVPD.

```
14
Properties=species:S:1:pos:R:3:nbo_charge:R:1
C -0.41547 1.85008 0.14980 -0.278
C 1.04621 -0.05688 -0.10023 0.435
C 2.52257 -0.37440 -0.15675 0.364
C -1.95938 -1.69375 -0.09602 -0.086
H -1.45274 1.14326 -0.24402 0.236
H -0.64958 1.91837 1.40355 0.167
H -0.41758 2.90372 -0.15347 0.195
H 3.28933 0.37952 -1.15312 0.171
H -3.01128 -1.30346 0.36749 0.221
H -1.62195 -2.84054 -0.78569 0.201
N 0.20486 -0.93278 0.03941 -0.326
N -1.13307 -0.74944 0.26561 -0.322
O 0.83834 1.28692 0.00560 -0.509
O 2.75976 -1.53063 0.45782 -0.471
```

Molar mass: 114.10 g mol⁻¹
Gap between HOMO and LUMO: 8.42 eV
Charge: 0
LUMO: -0.70 eV

y) This record from the Open Molecules 2025 dataset describes 3 unconnected molecules or ions with the total composition C4H6N2O2. The level of theory is ωB97M-V/def2-TZVPD.

```
14
Properties=species:S:1:pos:R:3:nbo_charge:R:1
C 1.21955 -0.18565 0.15270 0.299
C -0.64237 1.31919 0.28695 -0.222
C -1.07410 -0.21045 0.15791 -0.183
C -2.36054 -0.57446 -0.59241 0.417
H 4.58222 0.21706 -0.64497 0.391
H 0.80305 -1.41419 1.32924 0.159
H -1.40714 2.02596 -0.34071 0.221
H -0.42070 1.75697 1.24749 0.235
H -1.16362 -0.84455 1.00707 0.234
H -2.02937 -0.36272 -1.66777 0.137
N 2.51779 0.16017 -0.53079 -0.232
N 0.06829 0.27518 -0.47686 -0.470
O 3.33086 -1.17194 0.07112 -0.473
O -3.42392 -0.99057 0.00105 -0.513
```

Molar mass: 114.10 g mol⁻¹
Gap between HOMO and LUMO: 6.59 eV
Charge: 0
LUMO: -2.62 eV

Most stable structure: w)